The following is a DFT calculation (ωB97M-V/def2-TZVPD) of a cluster of 2 separate species, C5H10NOPS in total.

Each line ends with the natural charge from an NBO analysis.
Cartesian coordinates (Å):
C -0.327 1.659 0.523  -0.64
C 0.218 0.766 -0.662  -0.74
P 0.155 -1.097 -0.442  0.91
S 0.637 -1.133 1.625  -0.31
N -1.605 -1.369 -0.399  -0.92
C -1.827 -2.680 -0.315  0.53
O -0.981 -3.536 -0.327  -0.59
H 0.506 1.785 1.313  0.22
H -0.526 2.774 0.162  0.22
H -1.320 1.458 0.954  0.22
H 1.246 0.889 -0.798  0.24
H -0.426 1.081 -1.602  0.23
H 1.331 -2.178 1.552  0.14
H -2.438 -0.742 -0.419  0.42
H -2.880 -2.901 -0.388  0.11
C 3.226 0.497 0.442  -0.26
C 4.001 0.037 -0.305  -0.23
H 2.684 0.815 1.306  0.24
H 4.499 -0.621 -0.992  0.24

The calculation puts the total energy at -1065.9581 Ha. The SMILES is CCP(S)NC=O.C#C. Its LUMO energy is 0.7 eV.

=====

The following is a DFT calculation (ωB97M-V/def2-TZVPD) of the ion C5H10NOS with charge +1.

Each line ends with the natural charge from an NBO analysis.
Cartesian coordinates (Å):
C 1.032 -0.151 -0.720  0.41
C -0.205 0.352 -0.516  -0.36
C -2.165 -1.425 0.162  -0.02
C 2.200 0.696 -0.125  -0.67
C -0.651 1.641 -0.091  -0.64
N -1.656 -1.355 1.389  -0.67
O 1.359 -1.395 -1.120  -0.65
S -1.606 -0.554 -1.107  0.56
H -3.000 -2.050 -0.018  0.26
H 2.811 0.773 -1.098  0.23
H 2.845 0.137 0.567  0.25
H 1.954 1.649 0.266  0.24
H -1.043 2.131 -1.021  0.24
H 0.209 2.300 0.334  0.25
H -1.492 1.413 0.687  0.22
H -2.142 -1.707 2.177  0.43
H -0.813 -0.981 1.539  0.41
H 2.366 -1.475 -1.302  0.52

The calculation puts the total energy at -724.3966 Ha. Its net charge is +1. Its LUMO energy is -4.4 eV.

=====

The following is a DFT calculation (ωB97M-V/def2-TZVPD) of an isolated molecule of C5H10NP.

Each line ends with the natural charge from an NBO analysis.
Cartesian coordinates (Å):
C 0.081 -0.132 0.622  -0.27
C -0.801 0.874 0.032  -0.04
C -1.907 0.380 -0.749  -0.64
C 2.134 -1.433 -0.119  -0.42
C -0.550 2.082 0.509  -0.35
N 1.478 -0.091 -0.055  -0.73
P 2.252 1.250 -0.387  0.37
H 0.355 0.179 1.658  0.22
H -0.492 -1.028 0.492  0.21
H -2.583 1.196 -0.815  0.22
H -1.639 -0.091 -1.678  0.22
H -2.486 -0.423 -0.253  0.21
H 1.850 -2.188 0.577  0.20
H 3.169 -1.301 -0.030  0.22
H 1.860 -1.874 -1.065  0.20
H 0.298 2.144 1.125  0.20
H -1.044 3.003 0.211  0.20

The calculation puts the total energy at -592.4859 Ha. Its LUMO energy is 0.0 eV.